12
Properties=species:S:1:pos:R:3:forces:R:3:nbo_charge:R:1 method="wB97M-V/def2-TZVPD" e_tot_ev=-26925.20124 smiles="OCCSC=S" homo_lumo_gap_ev=8.5 e_above_lowest_kj_mol=119.8 total_charge=0 homo_ha=-0.31959 max_force_ev_per_a=2.1 lumo_energy_ha=-0.0064
H -0.5958 1.0361 0.4958 0.5952 0.2129 0.4184 0.17
S -2.7188 -2.5830 0.0421 0.6507 0.3768 -0.0716 0.03
H 0.0124 2.6146 -1.0278 0.5756 -1.0426 -0.1541 0.47
H 1.0759 -0.8336 0.9270 0.4893 -0.0649 0.5451 0.22
H 1.1516 1.5621 0.8590 -0.1823 0.5759 0.4593 0.18
O 0.4781 1.7498 -1.1233 -0.3743 0.6825 0.9987 -0.73
C 0.4581 1.0989 0.1732 0.0485 -1.0396 -1.7813 -0.08
S -0.1187 -1.4000 -0.9835 -0.5594 -0.2979 0.1054 0.34
C 1.0086 -0.3390 -0.0231 -1.4004 0.6951 -0.3130 -0.55
C -1.4139 -1.6193 0.1731 0.1016 0.3785 0.0432 -0.51
H -1.2899 -0.9441 1.0449 -0.0812 -0.5306 -0.3252 0.19
H 1.9524 -0.3425 -0.5574 0.1368 0.0539 0.0750 0.25